Record 1
{
  "formula": "C9H26CrFN2O3",
  "method": "ωB97M-V/def2-TZVPD",
  "symbols": ["H", "H", "H", "H", "H", "C", "H", "H", "H", "H", "H", "H", "H", "C", "H", "N", "O", "C", "H", "O", "H", "C", "Cr", "H", "C", "F", "H", "H", "C", "N", "H", "H", "C", "H", "C", "C", "O", "H", "H", "H", "H", "H"],
  "coordinates": [[1.166393, -2.264104, 2.211819], [-1.315218, -4.442562, -0.831656], [-3.911711, -0.103409, 1.704820], [1.697471, 1.585489, 1.524489], [3.634850, 2.121100, -0.216856], [1.626148, 2.650333, 1.294973], [-2.947548, 0.226729, -0.627245], [-1.232966, 1.150620, 1.428331], [2.639230, 1.118432, -3.403647], [2.075852, -1.353871, 1.029134], [2.348513, 3.280152, 1.813222], [2.929365, 2.960547, -1.564810], [1.479675, -0.475229, 2.402882], [-3.204854, 0.720570, 1.817036], [2.477199, 0.083695, -0.469456], [0.826763, 0.715759, -1.536264], [0.053069, -1.054266, 0.949049], [-1.891369, 0.329311, 1.119627], [0.495514, 1.532686, -0.999505], [1.665827, 2.813945, -0.121772], [2.659577, -0.562659, -3.098775], [-1.140167, -0.856787, 1.724222], [-0.426467, -1.030922, -1.295837], [-1.721685, -3.524979, 0.592197], [2.279777, 0.767778, -1.294808], [-1.205613, -0.730116, -3.194875], [-3.614361, 1.676356, 1.495127], [-3.005682, 0.874833, 2.879745], [-2.071280, -3.778383, -0.408445], [-1.969855, 0.287062, -0.344015], [-1.840806, 1.277497, -0.553668], [-3.032641, -4.282373, -0.351215], [2.732562, 2.177066, -0.830924], [-2.836091, -2.625040, -1.808990], [1.240264, -1.292823, 1.725245], [2.910420, 0.392086, -2.633265], [-2.078138, -2.593337, -1.217019], [0.653873, 1.181121, -2.432404], [4.002992, 0.398164, -2.611480], [0.635923, 2.999591, 1.589547], [-1.774964, -1.746937, 1.767547], [-1.009851, -0.603108, 2.777925]],
  "forces_ev_per_a": [[-0.04, 0.15, 0.34], [-0.25, -0.28, 0.03], [-0.36, 0.27, 0.06], [0.28, 0.05, 0.40], [-0.03, -0.21, 0.07], [-0.62, -0.03, -0.66], [0.02, -0.79, -0.01], [0.26, 0.14, -0.68], [-0.10, 0.25, 0.24], [-0.12, -0.07, -0.12], [0.31, -0.27, -0.07], [0.18, -0.80, -0.80], [-0.44, -0.05, 0.22], [0.49, -0.97, 0.37], [0.27, -0.18, -0.23], [-0.60, 1.55, 0.22], [-0.20, 0.09, 0.22], [0.28, 1.10, 1.37], [-0.30, -0.62, 0.80], [-0.01, 0.09, 0.53], [-0.40, -0.20, 0.64], [-1.53, 0.12, -0.08], [-1.35, 0.56, -2.24], [-0.23, 0.10, 0.02], [0.24, 0.04, -1.16], [1.08, -0.38, 2.28], [0.02, -0.17, -0.50], [-0.08, -0.26, 0.07], [0.98, -0.30, -0.06], [-0.74, 1.52, 0.39], [0.42, -0.17, -0.67], [-0.06, 0.19, -0.10], [-0.49, 0.80, 0.58], [0.30, 0.34, -0.37], [0.32, -0.45, -0.65], [1.22, -0.05, -0.37], [0.07, 0.09, 0.65], [0.05, -0.96, -0.56], [0.00, 0.10, 0.23], [0.01, -0.04, 0.11], [0.27, -0.29, -0.43], [0.86, -0.02, -0.08]],
  "spin_multiplicity": 5,
  "e_tot_ha": -1837.84563,
  "lumo_ev": [-2.451, -2.843],
  "charge": 1,
  "orbital_gap_ha": [0.333, 0.387],
  "relative_energy_ev": 0.000,
  "homo_ev": [-11.5, -13.4]
}

Record 2
{
  "formula": "C31H73N11O14",
  "method": "ωB97M-V/def2-TZVPD",
  "symbols": ["C", "N", "H", "H", "H", "N", "H", "H", "O", "H", "H", "H", "H", "H", "H", "H", "O", "H", "H", "H", "C", "H", "H", "H", "C", "N", "N", "H", "H", "H", "O", "H", "H", "N", "H", "H", "H", "O", "O", "H", "H", "C", "C", "H", "H", "C", "O", "H", "H", "H", "H", "C", "C", "H", "N", "H", "N", "C", "O", "H", "H", "H", "C", "C", "H", "H", "H", "C", "H", "H", "O", "C", "C", "H", "O", "C", "C", "H", "N", "H", "H", "C", "C", "H", "C", "O", "H", "C", "N", "C", "C", "C", "H", "H", "H", "H", "C", "H", "H", "H", "H", "N", "H", "H", "H", "H", "H", "H", "H", "H", "H", "H", "O", "C", "H", "H", "C", "O", "C", "C", "C", "O", "N", "H", "O", "C", "H", "C", "H"],
  "coordinates": [[-9.379754, -3.320750, -7.162494], [0.339606, -1.499100, 5.638306], [7.223346, -5.438540, -1.173644], [-1.682704, 10.006870, -4.718504], [0.742676, 8.101210, 4.351676], [6.360016, -2.615460, 4.360526], [10.416436, 6.488340, -0.127534], [-10.563154, -2.979060, -5.386094], [-8.663014, -4.180950, -7.672954], [-10.531974, 1.336830, 4.908346], [10.300066, 5.560960, -1.662944], [7.944076, -0.295930, 4.538156], [-1.385554, -10.199860, 0.891676], [6.889766, -1.218800, -5.184194], [-10.393554, 0.214560, 3.600716], [1.662426, 0.097270, 4.754856], [8.680046, 8.255450, -1.087934], [-3.151214, 0.462560, 0.902216], [2.233236, -4.098090, -2.140444], [-3.177134, -5.118970, -6.228634], [-1.918414, 8.477390, -3.468334], [-8.443064, 1.650650, 6.447976], [4.625086, -3.505390, 5.052296], [-2.639664, -9.355880, -0.000504], [7.598156, -0.551180, 3.536506], [-9.943444, 0.832530, 4.260726], [-3.689064, -5.115910, -3.507354], [-0.959044, -8.692550, 0.149836], [-7.006354, 1.896830, 5.268526], [-0.059094, -4.296940, 6.319306], [3.593736, -6.654450, -2.238344], [-0.784004, 7.113490, 4.328226], [-2.751304, -1.128600, 0.622876], [-10.325824, -2.604610, -7.780454], [2.081996, -0.481370, 6.192736], [6.623016, -5.714350, -2.936754], [-1.036974, -3.712420, 7.659786], [-2.017744, 0.227000, -0.850714], [6.102166, -1.784840, 2.217236], [-2.129494, -6.510080, -5.696174], [-10.603424, -3.632640, -9.706924], [1.163706, -0.327540, 5.626016], [-9.520474, -2.977800, -5.703794], [-11.612034, -2.256610, -9.483654], [6.384206, 7.605430, -3.329634], [8.597006, 7.043200, -1.273644], [-3.090334, -7.435120, 1.803316], [4.844076, -3.737330, 3.326206], [5.802116, -4.612800, 4.670056], [5.296076, -4.110230, -1.195834], [8.534026, -0.785970, 3.029436], [7.357576, -0.563360, -4.449584], [8.055796, 0.627830, -5.098144], [-1.373734, 9.279230, 5.326666], [-2.329624, -9.062170, 3.050476], [-0.258464, -1.774680, 4.872486], [-0.888704, 8.478980, 5.706726], [5.370836, -3.691150, 4.279346], [-4.654194, -6.938070, -4.162004], [-3.699344, 7.991900, -2.213444], [0.462296, 0.455820, 5.913196], [5.430926, 6.824640, -2.119674], [-3.866684, -6.085110, -4.418674], [-2.511064, -8.546840, 1.844366], [-9.026954, -3.691040, -5.043624], [0.547396, 6.877820, 5.553306], [7.113806, 0.328220, 3.112056], [-8.674444, 0.721530, 4.565226], [1.568976, 1.614380, -0.165224], [9.227066, 5.248740, -0.344764], [-1.411504, 2.024030, 0.427826], [-1.258864, 1.241820, -0.560594], [2.916896, -4.477930, -1.381204], [-2.593934, 9.925440, 7.287936], [-8.123974, -0.293050, 4.196386], [0.040256, -2.144380, 6.811526], [-0.014154, 7.583030, 4.940566], [2.253416, -4.679540, -0.540224], [-2.359224, 9.548350, -4.125054], [-1.884254, -9.945570, 3.253796], [-3.627154, 8.827960, 6.448726], [-3.012304, -0.226660, 0.069276], [-2.833064, 8.866120, 7.194426], [1.714246, 1.798860, -1.878514], [9.742926, 6.054670, -0.866734], [-0.234024, 1.300440, -1.476354], [-10.884104, -1.937700, -7.266974], [-2.915884, 7.509250, -2.797704], [8.463656, 0.568950, -6.414034], [3.934666, -5.505420, -1.791764], [-0.709864, -3.485490, 6.645096], [1.000716, 1.875210, -1.058064], [-3.336984, 6.829880, -3.538804], [-8.940824, -2.103830, -5.406654], [-3.987374, -0.349590, -0.402144], [7.654156, 5.549080, -2.240964], [-1.776804, -9.211690, 0.649706], [6.464876, -0.285060, -3.889474], [-3.196974, 8.470440, 8.142636], [3.493966, -3.623740, -1.027014], [-3.272334, 9.912980, -3.894014], [5.193866, -5.020880, -1.620534], [6.877206, -2.746520, 5.218116], [6.397616, -6.792070, -1.734624], [-8.664544, 2.642580, 4.957536], [-3.003334, -4.379070, -3.590674], [-3.653974, -6.814570, -6.378084], [8.210846, -0.224850, -6.985074], [-9.825424, -2.109170, -9.714134], [-2.973444, -8.741530, 3.759556], [-1.547334, -3.389450, 5.954056], [-4.001084, -5.322380, -2.569214], [0.224206, -1.690490, 7.913286], [6.594146, -1.706170, 3.347856], [7.934336, -1.052110, -3.664364], [-2.436794, 6.838810, -2.084204], [-3.136064, -6.094640, -5.744394], [8.145726, 1.654930, -4.478724], [-10.631404, -2.655670, -9.224394], [-8.081984, 1.858180, 5.440676], [6.409406, 7.273000, -2.291874], [-1.507724, 6.884140, 7.181166], [7.558676, 6.493160, -1.895034], [8.970026, 1.322950, -6.855824], [-0.725914, 8.199990, -3.545394], [-1.646434, 8.014480, 6.700316], [0.836386, 2.950820, -0.993524], [6.425486, -5.710230, -1.864804], [6.320636, 8.182770, -1.698124]],
  "forces_ev_per_a": [[-0.15, -1.09, 0.52], [0.35, -1.61, -0.67], [-0.01, 0.71, -0.52], [-0.32, 0.26, 0.29], [-0.43, 0.35, -0.05], [-0.41, -0.22, -0.74], [-0.07, 0.31, -0.38], [0.11, 0.48, -0.10], [-0.62, 1.26, 0.39], [-0.17, 0.18, -0.50], [-0.12, 0.46, -0.29], [-0.50, -0.25, 0.34], [-0.14, -0.04, 0.24], [0.74, -0.59, -0.08], [0.34, -0.22, 0.44], [-0.83, -1.04, -1.21], [-0.05, -0.87, 0.37], [0.09, 0.56, -0.37], [0.34, -0.40, -0.47], [0.35, 0.01, 0.01], [1.53, -2.01, 0.26], [0.48, 0.35, 0.13], [-0.42, 0.32, -0.10], [0.40, -0.07, -0.70], [-0.09, -0.35, 0.70], [-3.57, 1.71, -0.08], [1.10, 1.65, 0.72], [-0.47, 0.61, 0.29], [-0.27, 0.17, 0.43], [0.09, 0.16, -0.17], [1.81, 3.52, 1.32], [0.97, -0.90, -0.61], [0.53, -0.37, -0.82], [-1.62, 0.27, -2.55], [-0.66, 0.13, 1.07], [0.81, 0.78, 0.01], [-0.30, -0.14, -0.25], [-0.59, -1.25, -0.54], [-0.19, -0.39, 1.53], [0.20, 0.50, 0.37], [0.11, -0.38, 0.76], [-0.17, 1.33, 0.25], [1.50, -0.92, 1.71], [0.16, 0.34, 0.45], [0.47, -0.16, -0.16], [2.54, 1.24, 0.04], [0.54, -2.29, -1.04], [0.55, -0.20, 0.01], [0.25, -0.30, -0.89], [-0.22, -0.26, -0.15], [-0.28, -0.03, -0.51], [-0.85, -0.24, -0.40], [-0.76, 0.22, -0.33], [0.91, 0.08, -0.83], [-0.11, -1.76, 1.89], [0.53, 0.17, -0.18], [0.34, 1.30, 0.61], [-0.44, 0.46, 0.83], [-1.63, -2.32, 0.30], [-0.23, 0.22, -0.39], [0.93, 0.68, 0.87], [0.29, -0.83, 0.09], [0.72, 0.29, -0.74], [1.05, 3.67, -0.90], [-0.05, -0.60, -0.38], [-0.64, 0.09, 0.28], [0.27, -0.10, -0.15], [2.08, -1.72, 0.99], [-1.00, -0.95, 0.34], [0.05, -0.26, 0.11], [0.81, -2.70, -3.58], [1.12, 3.20, 3.38], [-0.20, 1.39, 0.63], [0.18, 0.04, 0.17], [1.82, -0.10, -0.33], [-1.20, -0.48, -0.69], [-0.98, 0.35, -0.34], [0.25, -0.89, 0.01], [-1.38, 0.66, 0.02], [-0.09, 0.10, -0.44], [-0.13, -0.24, 0.00], [-0.73, 0.66, 1.43], [0.59, 0.22, -0.49], [-0.35, -0.51, -0.22], [-1.29, -0.02, 0.57], [-0.77, -1.13, 1.35], [0.36, -0.32, 0.09], [0.25, 0.25, 0.38], [-0.31, -1.17, 0.22], [-1.68, -3.00, -1.03], [0.44, 0.62, 0.48], [0.51, 2.38, -0.86], [-0.20, 0.36, -0.22], [-0.55, 0.61, -0.38], [0.39, -0.03, -0.40], [-0.15, 0.11, 0.20], [-1.39, -0.39, 0.66], [0.14, 0.97, -0.03], [0.15, 0.02, -0.21], [-0.30, 0.38, -0.07], [0.27, 0.21, -0.53], [-0.04, -0.35, 0.50], [0.44, 1.15, -0.39], [-0.89, -0.16, 0.53], [0.70, 0.99, 0.74], [-0.05, -0.28, -0.15], [-0.27, 0.21, 0.07], [0.23, 0.16, 0.16], [-0.30, 0.30, -0.40], [0.22, 0.21, -0.03], [-0.04, -0.09, 0.06], [-0.16, 0.02, -0.24], [0.87, 0.26, 0.42], [0.80, -0.10, -0.68], [0.47, -0.24, -0.60], [0.54, 0.31, -0.14], [-0.27, -0.08, -0.33], [0.60, 0.90, 0.68], [1.05, 0.06, -0.12], [-1.41, -1.37, -1.81], [-0.95, 0.91, 0.00], [0.20, 0.96, -0.38], [-1.34, -0.88, -0.63], [-0.27, 0.01, 0.41], [-0.45, -0.26, 0.33], [-1.15, -2.26, 1.86], [0.00, 0.13, 0.30], [0.14, -1.68, -0.71], [0.62, -0.04, 0.06]],
  "e_tot_ha": -2880.65854,
  "lumo_ev": 0.076,
  "orbital_gap_ha": 0.345,
  "relative_energy_ev": 6.257,
  "homo_ev": -9.3
}

Record 3
{
  "formula": "C4H8Cl2O3",
  "method": "ωB97M-V/def2-TZVPD",
  "symbols": ["C", "H", "H", "H", "C", "H", "Cl", "O", "H", "H", "H", "H", "O", "C", "C", "O", "Cl"],
  "coordinates": [[1.308430, 0.305530, -1.723997], [0.690487, 1.118077, -1.352065], [0.106912, 1.876848, 2.222070], [-2.577869, 0.203524, 1.616200], [-1.007354, 1.065983, 0.927809], [1.371712, -1.847266, -1.730005], [-1.677516, -1.906149, 0.536570], [-1.974997, 0.921441, 1.856344], [2.313035, 0.432347, -1.329584], [-0.277564, -1.180975, -1.619156], [1.343511, 0.343618, -2.809457], [-1.310115, 1.174830, -0.113099], [0.858313, -1.252617, 0.107934], [0.760701, -1.048719, -1.296933], [-0.189688, -0.935449, 0.887674], [-0.023085, 1.900862, 1.260516], [0.285088, -1.171886, 2.559179]],
  "forces_ev_per_a": [[-0.14, -0.32, 0.30], [-0.03, 0.11, -0.02], [0.00, -0.12, -0.12], [0.17, -0.05, -0.12], [1.15, -3.36, -0.51], [-0.20, 0.10, 0.03], [-0.21, -0.30, -0.10], [-0.03, 0.56, 0.19], [0.10, 0.05, -0.02], [0.13, -0.05, 0.01], [0.00, 0.09, -0.12], [-0.04, 0.05, 0.10], [0.17, -0.21, 0.32], [-0.01, 0.12, -0.45], [-1.05, 3.08, -0.01], [-0.13, 0.31, 0.35], [0.11, -0.06, 0.17]],
  "e_tot_ha": -1303.25029,
  "lumo_ev": 0.632,
  "orbital_gap_ha": 0.327,
  "relative_energy_ev": 1.688,
  "homo_ev": -8.3
}